# 1
Density functional theory data (ωB97M-V/def2-TZVPD) for the molecule C2H4N4O at a distorted geometry.

The calculation puts the HOMO energy at -9.55 eV. For the HOMO-LUMO gap, the calculation gives 0.3643 Ha. As for the spin multiplicity: 1. For the LUMO energy, the calculation gives 0.0134 hartree. The value obtained for the energy is -372.7137 hartree.

XYZ file:
```
11
Properties=species:S:1:pos:R:3:forces:R:3:mulliken_charge:R:1
H 0.222106 -2.273801 -1.593853 -0.304 1.006 1.475 0.295
N 0.419289 -1.724089 -0.716910 1.679 -5.372 -1.412 -0.498
C -0.078476 -0.642277 -0.555105 1.713 3.594 -0.275 0.306
N -0.924937 0.129839 -1.279744 -1.754 4.334 3.041 -0.512
C -1.080164 1.162197 -0.394234 -2.795 -0.662 -1.313 0.118
O -0.396644 1.159150 0.817578 -2.126 1.102 -4.266 -0.276
N 0.631751 0.274213 0.356841 -1.270 0.730 -2.715 0.226
N 1.160750 -0.177300 1.416436 4.094 -6.288 4.128 -0.559
H -1.935184 1.941433 -0.570134 2.109 -1.332 0.588 0.318
H 0.584419 -1.111016 1.632217 2.223 1.931 0.261 0.274
H 2.245682 -0.467970 1.250826 -3.571 0.958 0.489 0.310
```
Forces are in eV/Å.

# 2
Density functional theory data (ωB97M-V/def2-TZVPD) for a structure of composition C28H54ClNO2OsP2Si2 at a distorted geometry.

The calculation puts the HOMO energy (spin up / spin down) at -6.69 / -6.69 eV. For the HOMO-LUMO gap (spin up / spin down), the calculation gives 0.2461 / 0.1376 Ha. As for the spin multiplicity: 5. Its expectation value of S² is 6.02. For the LUMO energy (spin up / spin down), the calculation gives 0.0002 / -0.1083 hartree. The value obtained for the energy is -3116.9935 hartree.

XYZ file:
```
91
Properties=species:S:1:pos:R:3:forces:R:3:mulliken_charge:R:1
Os 0.036548 -0.058064 -0.180597 -6.173 2.109 2.309 3.719
C 1.120746 0.358801 -2.168093 0.509 0.364 -1.330 -1.254
C 1.868532 0.954897 -1.127967 2.033 0.236 -0.838 -0.055
C 2.175343 -0.141632 -0.205669 1.457 0.520 -1.009 -0.166
Si 2.297856 2.834587 -1.168140 0.134 0.558 0.363 0.616
C 1.596497 -1.349499 -0.711105 1.560 -0.802 -1.828 -0.209
C 0.905979 -1.023496 -1.957938 2.193 -0.928 -1.235 -0.417
Si -0.079868 -1.977918 -3.245743 -0.460 -0.399 0.287 0.198
H 0.811899 0.869202 -3.090973 -0.128 -0.083 0.808 0.338
H 2.836662 -0.062153 0.653353 -0.425 -0.088 -0.029 0.725
H 1.733141 -2.354770 -0.323120 -0.140 0.341 0.170 0.745
Cl -1.109149 -1.538117 4.703812 0.074 0.141 -0.398 -0.774
C -0.321890 -1.032591 -4.850872 0.260 0.227 0.260 -1.278
C 0.733643 -3.615803 -3.644181 0.086 0.087 -0.053 -1.163
C 2.199607 3.714454 -2.852275 -0.688 -0.537 -0.042 -1.316
C 4.090535 3.132448 -0.664086 -0.030 -0.371 -0.068 -1.307
H 1.501108 -3.435048 -4.410120 -0.106 -0.158 0.189 0.390
H 0.001045 -4.322087 -4.055422 0.161 0.095 0.079 0.375
H 1.211924 -4.066389 -2.768731 -0.041 -0.029 -0.204 0.342
H -0.880092 -0.106497 -4.667769 0.077 -0.115 -0.116 0.319
H -0.880775 -1.635279 -5.579547 0.097 0.071 0.247 0.390
H 0.649045 -0.777930 -5.297717 -0.219 -0.009 0.027 0.367
H 4.708281 2.975208 -1.558344 0.040 0.019 0.268 0.391
H 4.438674 2.463918 0.128795 0.118 0.142 -0.081 0.370
H 4.224430 4.172111 -0.336789 -0.049 -0.204 -0.063 0.369
H 2.814037 3.208876 -3.606448 0.030 0.023 0.161 0.365
H 2.513114 4.763505 -2.821475 0.120 -0.190 0.304 0.392
H 1.153218 3.691128 -3.184916 0.585 0.137 -0.084 0.200
C -1.727488 -2.146691 -2.351078 0.006 -0.229 -0.367 -1.222
C 1.195182 3.556474 0.220811 -0.077 -0.030 -0.583 -1.736
P -1.514119 -2.120953 -0.545726 -0.725 -1.137 -1.239 -1.011
H -2.212659 -3.082368 -2.651977 -0.155 0.313 -0.041 1.046
H -2.363308 -1.286516 -2.611344 0.108 -0.364 0.037 0.141
P 0.686471 2.209944 1.342480 0.675 1.534 0.106 -0.041
H 0.288663 3.963440 -0.239674 0.237 0.025 0.040 0.354
H 1.696902 4.349589 0.789691 -0.217 -0.198 -0.374 1.059
C -0.524984 3.027555 2.497123 0.085 -0.437 0.088 0.647
C 2.285628 2.145656 2.371656 -0.566 -0.375 -0.435 1.269
C -0.707296 -3.829590 -0.301435 0.107 0.858 0.114 1.478
C -3.201810 -2.410122 0.189227 0.301 0.035 0.356 0.895
C -3.792957 -1.160244 0.834386 -0.288 0.284 -0.082 -1.599
H -3.002052 -3.155455 0.978972 -0.129 0.214 -0.210 0.608
C -4.209564 -2.956516 -0.820177 -0.119 0.012 -0.059 -1.644
H -4.375425 -2.205550 -1.605245 -0.034 -0.328 0.207 0.249
H -5.151596 -3.104765 -0.276243 0.096 -0.047 -0.212 0.519
H -3.912509 -3.909197 -1.271634 -0.123 0.250 0.085 0.286
H -3.076068 -0.598634 1.436542 -0.089 -0.099 0.092 0.341
H -4.633579 -1.450807 1.472729 0.173 0.065 0.037 0.524
H -4.185799 -0.508330 0.043709 0.096 -0.227 0.450 0.274
H 0.217730 -3.779755 -0.897918 -0.248 -0.051 0.153 -0.393
C -1.551255 -5.002107 -0.820734 0.092 -0.084 0.065 -1.711
C -0.347055 -4.037492 1.172199 0.085 -0.142 -0.032 -1.243
H -1.867800 -4.910423 -1.867011 0.094 0.050 0.276 0.290
H -2.438974 -5.161329 -0.192644 0.264 0.018 -0.172 0.335
H -0.924211 -5.903754 -0.754547 -0.220 0.159 0.023 0.482
H 0.442784 -3.356544 1.510210 -0.216 -0.171 -0.034 0.216
H 0.009406 -5.068557 1.296929 -0.066 0.218 0.140 0.489
H -1.216495 -3.885825 1.827271 0.304 -0.087 -0.048 0.253
H 3.043719 1.849920 1.628427 -0.127 0.130 0.241 -0.502
C 2.196614 1.069832 3.456226 0.141 0.031 0.030 -1.289
C 2.691801 3.496052 2.976094 0.172 -0.108 0.135 -1.725
H 2.751025 4.319200 2.256625 0.000 -0.236 0.192 0.325
H 3.702278 3.376433 3.393478 -0.270 0.067 0.047 0.470
H 2.011706 3.787624 3.788863 0.235 -0.113 -0.169 0.322
H 2.127108 0.058887 3.037584 -0.020 0.235 0.145 0.224
H 1.322707 1.220377 4.105943 0.263 -0.145 -0.078 0.242
H 3.104894 1.125950 4.070712 -0.245 -0.121 -0.001 0.491
C -1.949520 2.541392 2.215188 -0.132 0.011 0.224 -1.450
C -0.491681 4.557716 2.486877 -0.028 0.038 0.197 -1.615
H -0.211907 2.656446 3.490293 -0.255 0.156 -0.240 0.604
H -0.857266 4.957990 1.531746 0.089 -0.089 0.229 0.261
H 0.500488 4.976642 2.686274 -0.267 -0.093 -0.084 0.337
H -1.166603 4.899952 3.282077 0.101 0.075 -0.179 0.490
H -2.316249 2.927976 1.253048 0.115 -0.092 0.151 0.160
H -2.602277 2.923172 3.010551 -0.019 -0.109 -0.227 0.520
H -2.033478 1.448714 2.216224 -0.011 0.226 0.007 0.250
C -0.200110 -0.670124 1.678612 -0.076 -0.975 2.478 -1.400
H 0.604137 -1.276180 2.157539 -0.570 0.434 -0.323 0.335
H -0.375534 0.181984 2.360632 0.056 -0.549 -0.026 0.522
H -1.116179 -1.283880 1.757223 0.435 0.197 0.415 0.453
O -3.757889 0.077921 -1.926792 1.088 1.353 0.624 -0.609
C -3.147999 1.097348 -1.590595 -0.513 -0.797 -0.058 -0.101
C -3.780977 2.461805 -1.478173 -0.749 -0.461 -0.183 -1.175
C -2.688773 3.354257 -1.938774 0.829 0.470 -0.958 -0.605
C -1.447512 2.477167 -1.834045 -0.724 -0.101 0.811 -0.637
O -0.330020 2.858954 -2.122692 -0.004 -0.089 0.109 -0.553
N -1.783646 1.246732 -1.327096 0.472 -0.789 -0.570 0.480
H -4.687023 2.485219 -2.058449 -0.357 0.133 -0.212 0.466
H -4.028888 2.658436 -0.447751 -0.174 -0.130 0.505 0.241
H -2.811639 3.664997 -2.982472 0.039 0.025 0.142 0.400
H -2.515301 4.247043 -1.351882 -0.023 0.235 0.146 0.242
```
Forces are in eV/Å.

# 3
Density functional theory data (ωB97M-V/def2-TZVPD) for the molecule C5H13NO at a distorted geometry.

The calculation puts the HOMO energy at -8.26 eV. For the HOMO-LUMO gap, the calculation gives 0.3375 Ha. As for the spin multiplicity: 1. For the LUMO energy, the calculation gives 0.0341 hartree. The value obtained for the energy is -328.2304 hartree.

XYZ file:
```
20
Properties=species:S:1:pos:R:3:forces:R:3:mulliken_charge:R:1
C 0.490341 0.586809 2.822888 -0.886 0.897 -2.159 -1.129
C -0.289082 0.973831 1.509028 0.750 -1.855 0.684 -0.547
N -0.250925 -0.241797 0.637405 0.677 2.162 2.314 -0.225
C -0.117510 0.045125 -0.724570 0.174 0.467 -4.072 0.562
C -1.371903 -0.282069 -1.522617 1.269 -2.967 -2.051 -1.545
C 1.101218 -0.777295 -1.329802 -4.221 -2.029 -0.724 -0.904
O 0.919215 -1.178409 -2.700081 0.732 0.610 -0.288 -0.531
H 1.511865 0.362701 2.532712 -0.025 -0.405 0.218 0.254
H 0.483983 1.349294 3.550505 0.068 1.190 0.821 0.429
H -0.064455 -0.217856 3.253445 0.107 -0.956 0.260 0.292
H -1.277882 1.337088 1.667578 -1.309 -0.262 0.812 0.360
H 0.057428 1.824620 0.954498 1.246 0.113 -0.222 0.388
H -0.840323 -1.010821 0.969256 0.161 0.652 -0.773 0.267
H 0.123856 1.181803 -1.062171 -0.502 -2.273 1.641 0.182
H -2.127956 0.418046 -1.415318 -1.448 1.457 0.201 0.431
H -1.094492 -0.450831 -2.634670 -0.668 0.680 1.779 0.314
H -1.784926 -1.288338 -1.229318 0.367 0.821 -0.016 0.326
H 1.148762 -1.720714 -0.805913 0.115 -0.135 0.476 0.332
H 1.900062 -0.213528 -1.140491 3.680 1.956 0.383 0.444
H 1.482725 -0.697657 -3.332366 -0.289 -0.123 0.716 0.298
```
Forces are in eV/Å.

# 4
Density functional theory data (ωB97M-V/def2-TZVPD) for a cluster of 7 separate species, C25H67N5O7 in total at a distorted geometry.

The calculation puts the HOMO energy at -8.41 eV. For the HOMO-LUMO gap, the calculation gives 0.3218 Ha. As for the spin multiplicity: 1. For the LUMO energy, the calculation gives 0.0128 hartree. The value obtained for the energy is -1792.9867 hartree.

XYZ file:
```
104
Properties=species:S:1:pos:R:3:forces:R:3:mulliken_charge:R:1
C -3.995241 -1.809217 4.021896 0.502 0.668 -0.078 -1.650
C -4.593647 -1.003208 2.808939 0.447 0.129 0.893 1.487
C -5.957924 -1.570768 2.416402 0.972 -1.083 -0.356 -1.823
C -4.867610 0.446659 3.264474 0.184 0.533 0.220 -1.341
C -3.635199 1.322719 3.437571 -0.880 0.205 0.051 -1.093
C -2.802094 1.434431 2.189598 0.061 -1.886 1.224 -0.596
C -2.464175 0.008130 1.670569 -0.004 -1.207 -2.067 2.112
C -2.166420 0.170151 0.145644 1.183 -0.727 0.138 -1.370
C -1.267859 -0.644602 2.444461 0.198 0.587 -0.301 -1.484
N -3.694739 -0.897193 1.609263 -1.577 0.899 0.510 0.211
O -3.454920 -2.196926 1.067879 1.298 -0.151 1.357 -0.521
H -3.764125 -2.866160 3.889450 -0.327 -0.002 -0.502 0.336
H -3.052393 -1.360750 4.334961 0.137 0.069 -0.185 0.367
H -4.602400 -1.708393 4.921500 -0.467 -0.074 -0.197 0.431
H -5.753321 -2.481188 1.853040 -0.185 0.095 -0.539 0.390
H -6.494155 -1.996124 3.264709 -0.211 0.735 0.247 0.377
H -6.507611 -0.834379 1.830172 -0.228 -0.327 0.079 0.384
H -5.582899 0.908143 2.583671 0.164 0.049 -0.362 0.343
H -5.368389 0.502100 4.231033 -0.239 -0.638 0.090 0.457
H -3.939382 2.352239 3.626429 -0.228 -0.020 0.619 0.570
H -3.108287 0.944053 4.313399 0.428 0.177 -0.085 0.268
H -1.888423 1.897417 2.562356 0.285 0.280 -0.859 0.002
H -3.365499 2.044009 1.483146 0.373 -0.159 -0.296 0.481
H -3.010237 0.563095 -0.421515 -0.030 0.166 0.317 0.517
H -1.878740 -0.776481 -0.311772 -0.347 -0.382 0.142 0.167
H -1.251389 0.722093 -0.069262 -0.141 0.597 0.316 -0.146
H -1.295254 -0.445548 3.515785 -0.182 0.011 0.006 0.357
H -0.315067 -0.248160 2.093589 0.003 0.493 -0.143 0.237
H -1.099185 -1.712942 2.309231 -0.829 -0.072 -0.103 0.163
H -3.883407 -2.343676 0.221440 -0.372 0.972 -0.117 0.350
C 3.479523 -6.156126 -0.779441 -0.205 1.040 -0.010 -0.698
O 2.305366 -5.689663 -0.153861 -1.316 0.990 0.171 -0.324
C 1.307988 -5.070097 -1.013877 -0.399 -1.142 1.024 -0.962
C 0.131068 -4.460103 -0.237422 -0.201 -0.759 -0.823 0.300
C -0.957135 -4.008832 -1.202441 -0.433 -0.826 -0.122 -1.071
N 0.497642 -3.281685 0.446870 1.473 1.374 1.555 -0.530
H 4.053150 -6.671526 -0.009103 -0.052 -0.133 -0.243 0.233
H 4.023177 -5.268105 -1.101872 0.500 -0.098 -0.236 0.267
H 3.283019 -6.770590 -1.658031 -0.071 -0.303 0.056 0.315
H 1.652919 -4.264657 -1.662237 0.679 -0.168 -0.226 0.377
H 0.870987 -5.908398 -1.556459 0.060 0.187 -0.687 0.466
H -0.267572 -5.139211 0.516224 -0.060 -0.768 -0.438 0.522
H -0.707272 -3.078027 -1.711614 0.234 -0.091 0.018 0.115
H -1.854340 -3.824830 -0.611452 -0.134 0.060 -0.129 0.117
H -1.167357 -4.784009 -1.939334 -0.215 0.024 -0.086 0.473
H -0.132684 -3.160250 1.226644 -0.321 0.395 -0.015 0.071
H 1.379148 -3.459276 0.906783 0.415 0.040 0.237 0.183
C 0.849221 1.476400 -3.132038 0.338 1.110 1.884 -0.059
O 0.041068 2.528970 -3.573441 -0.482 0.030 -0.898 -0.198
C -0.376077 2.355495 -4.918664 -0.125 0.549 0.455 -0.833
C -1.257832 3.524944 -5.349281 0.773 0.038 0.223 0.637
C -2.607945 3.569707 -4.709853 0.798 -0.356 0.790 -1.279
N -1.434567 3.467118 -6.758636 -0.239 -0.072 -2.433 -0.684
H 1.814122 1.430008 -3.636917 -0.030 -0.266 -0.522 0.212
H 0.372126 0.511825 -2.958611 -0.276 -0.026 -0.714 0.591
H 1.077681 1.848099 -2.133169 0.285 -0.470 0.170 -0.815
H 0.493091 2.431719 -5.572001 0.310 -0.543 -0.171 0.320
H -0.863450 1.381319 -4.958094 -0.186 -0.110 -0.599 0.302
H -0.716896 4.416410 -5.031826 0.312 0.231 0.147 0.224
H -3.162915 2.706039 -5.076155 -0.477 0.374 0.037 0.337
H -3.025981 4.559970 -4.890758 -0.545 -0.336 0.013 0.374
H -2.367849 3.442390 -3.654265 -0.651 0.145 0.311 0.232
H -1.740254 4.319941 -7.205128 -0.574 0.281 0.565 0.230
H -0.660201 3.239481 -7.365794 0.606 -0.475 0.623 0.205
C 3.890035 -2.570271 0.728508 -1.027 -1.520 -0.742 -0.209
O 4.759533 -1.650250 1.223087 1.660 1.211 0.146 -0.396
C 4.276849 -0.780931 2.223496 -0.184 0.486 0.761 0.286
C 5.223615 0.458945 2.417298 0.223 -0.866 -2.041 0.231
C 4.769911 1.534206 3.321654 -0.853 -0.012 1.711 -1.079
N 5.358215 1.106275 1.111339 0.736 -0.203 -0.328 -0.844
H 3.768327 -3.454157 1.354621 -0.313 0.009 0.752 0.424
H 4.251284 -3.051743 -0.180217 0.573 0.501 -0.286 0.170
H 2.916181 -2.172816 0.442618 -0.107 0.347 0.258 -0.110
H 3.294133 -0.418762 1.921511 -0.241 0.297 -0.145 -0.463
H 4.101995 -1.341027 3.142096 0.212 -0.147 0.390 0.421
H 6.205395 0.149553 2.775749 0.084 -0.445 -0.208 0.334
H 4.481357 1.079891 4.269520 -0.457 0.093 0.237 0.360
H 3.934156 2.090553 2.897290 -0.069 0.022 0.111 0.017
H 5.558861 2.227573 3.613015 0.110 0.009 -0.532 0.325
H 5.568726 0.414625 0.406059 0.480 -0.292 -0.049 0.344
H 4.431822 1.385973 0.822109 -0.396 0.481 0.038 0.378
C -1.239258 4.491586 0.816850 -1.097 1.031 0.006 -0.702
O -0.027925 4.134491 1.445056 -0.467 -0.927 -0.889 -0.426
C 0.465211 2.915443 0.875070 1.015 0.075 -0.524 0.091
C 1.956514 2.997507 0.497279 1.276 1.898 0.011 0.236
C 2.326872 4.016086 -0.619142 -1.784 0.357 0.089 -1.444
N 2.564112 1.732888 0.144596 -0.859 -0.755 0.435 -0.185
H -1.981885 3.718037 0.621342 0.598 -0.813 -0.064 0.156
H -1.093400 5.033865 -0.117366 0.320 -0.063 -0.218 0.320
H -1.850007 5.148342 1.436326 0.570 0.364 0.478 0.353
H 0.339435 2.118782 1.608282 0.031 -0.182 0.130 0.201
H -0.034032 2.594335 -0.039133 -0.613 0.301 -0.043 0.044
H 2.442587 3.357376 1.404103 0.252 -0.037 0.245 0.182
H 1.600603 3.856158 -1.416053 0.214 -0.291 -0.588 0.192
H 3.338342 4.022333 -1.025317 0.000 -0.535 0.367 0.388
H 2.082067 5.048484 -0.369480 0.186 0.036 0.578 0.403
H 1.977104 1.035764 0.579966 0.201 -0.710 0.272 -0.191
H 2.455863 1.477217 -0.826495 0.021 0.385 -0.288 0.166
O 1.766451 -1.516173 -4.453970 -0.050 -0.222 0.290 -0.603
H 2.375975 -0.779264 -4.412904 0.215 0.186 0.021 0.304
H 1.308112 -1.402385 -5.286554 -0.172 -0.006 -0.220 0.301
O 1.105387 -0.869311 -0.888571 0.287 1.129 -0.362 0.187
H 0.938136 -1.718154 -0.479017 -0.425 -0.976 0.600 -0.057
H 1.122368 -1.055014 -1.827426 0.070 -0.081 -0.352 0.261
```
Forces are in eV/Å.

The highest energy belongs to which entry? C5H13NO